(1)
A cluster of 2 separate species, C21H48ClFN2O6P2Si2 in total. Source: OMol25; level of theory: ωB97M-V/def2-TZVPD.

Values from the calculation:
* HOMO energy: -6.535 eV
* molar mass: 597.2 g/mol
* E_tot: -3211.6495 Eh

ORCA input file:
```
! wB97M-V def2-TZVPD RIJCOSX def2/J DEFGRID3
* xyz 0 1
H 0.2358 -4.0231 -2.4766
C -2.4068 1.8503 0.5898
P 2.1749 -2.0151 -0.9719
O 1.9563 -3.4110 -0.6171
H 4.4994 -0.0133 2.5025
H -0.0384 2.9735 -1.5155
H -0.5547 -0.8601 3.6664
H 0.4135 3.5656 2.9951
H 1.4882 3.7399 -0.3808
H -3.0719 -1.2163 -0.4349
C -0.5873 0.8505 -1.5023
H 3.4986 1.2013 -2.7530
H -0.7496 3.5231 -3.7678
Si 2.1612 -0.4541 3.0423
C 0.4133 2.0500 1.5681
H -0.1769 -3.9617 0.6912
H 0.1707 2.0347 -3.9846
C 0.6495 -1.1033 -0.4388
H 3.5508 -2.2818 3.7365
H -3.5732 -1.3817 -5.1155
C 2.4243 1.3272 -2.6076
C 1.8550 0.0213 4.8367
H -1.8997 -0.2515 0.7051
H 1.8959 0.5353 -3.1222
C 0.5199 -0.5140 1.9312
C -2.5258 -1.5271 -1.3275
H 0.8654 -0.1906 5.2449
C -0.4290 -3.1796 -2.6625
C 3.5930 0.5920 2.4386
H 3.2664 -1.5439 -2.8382
O 3.4660 -1.4529 -0.2256
H 0.0110 -2.5425 -3.4295
H -2.9647 1.5454 -0.2931
H 4.0422 -0.8498 -0.7151
N -0.5201 -1.1570 2.6987
H 2.1430 2.2827 -3.0450
H -2.5958 -0.7442 -2.0815
H 1.4894 1.9681 1.6986
H -1.7345 -3.1832 1.0740
C -4.5195 -1.8487 -4.8315
C -0.6039 2.0447 4.0579
H -1.5777 1.9847 -3.9741
H -1.5514 0.4745 -1.1823
H -3.1341 2.1481 1.3436
C -0.2718 2.7503 2.7484
H 2.5713 -0.5705 5.4119
H 3.4968 0.9158 1.4032
O -4.7517 -0.4903 -2.8970
H -1.8045 0.5766 2.2100
H 0.2033 2.1066 4.7761
P 2.1995 1.3068 -0.7820
F -0.2225 0.0307 -2.5844
N -0.0684 0.7245 1.0580
H 3.0033 -2.5832 2.0743
O -4.8448 -2.7207 -2.6298
H -4.5054 -2.9015 -5.1103
H -1.7393 2.6324 -1.7069
H -1.8269 2.7342 0.3353
C 0.4601 0.4700 -0.4002
H 2.9868 3.5076 -1.2571
H -1.1691 3.2501 2.3927
C 2.3806 3.1190 -0.4374
Cl -1.9956 2.8502 4.8434
O 2.3656 -1.7229 -2.5267
H -5.3123 -1.3373 -5.3801
H -0.3359 -2.1559 2.6809
H -3.1543 -2.3203 -1.7618
H 3.7361 1.4718 3.0718
H 2.0901 1.0687 5.0311
H -0.9011 1.0113 3.9375
H -1.3815 -3.5539 -3.0499
C 2.6927 -2.2335 3.0587
C -1.5954 0.6856 1.1581
C -1.1105 -3.5879 0.2725
C -0.7097 2.4624 -3.5215
H 0.2650 2.7289 0.7368
Si -0.8654 -2.3190 -1.0701
C -4.7416 -1.6718 -3.3154
H -1.6778 -4.4035 -0.1840
H 2.9460 3.2424 0.4855
O 0.8365 -1.4539 0.9677
H 1.9312 -2.9218 3.4319
C -0.7480 2.2953 -1.9977
*
```



(2)
A structure of composition C16H34N5S2. Source: OMol25; level of theory: ωB97M-V/def2-TZVPD.

Values from the calculation:
* HOMO energy: -11.276 eV
* molar mass: 360.6 g/mol
* E_tot: -1699.3049 Eh
* relative energy (zero: lowest compared OMol25 entry of this formula, charge and spin): 19.921 eV

ORCA input file:
```
! wB97M-V def2-TZVPD RIJCOSX def2/J DEFGRID3
* xyz 1 1
H 3.9063 0.6408 -0.3724
H -1.0573 3.6981 -0.7224
H -3.6348 1.2913 -2.0102
H 0.3813 -2.3754 0.0660
H -2.2700 -1.8365 5.1252
C 0.0525 -0.1679 1.4300
C -0.1645 1.1092 4.7853
H 2.1109 1.0801 1.7720
H -2.7145 -0.4176 4.4774
C 0.4475 1.0103 3.5473
C 2.2197 -1.7950 -0.7676
N 2.2293 -0.4549 -1.3019
H 0.6201 1.1130 -3.6815
C -0.7994 2.0763 -2.0963
H -1.7422 0.3185 -1.1621
H 2.3321 -0.3659 -4.7279
H 3.2329 0.5332 -2.6484
S -1.3452 -0.8236 0.6709
H 2.2685 1.2686 -0.5367
C 2.2888 -0.0074 1.0850
C 2.7417 -0.2968 -2.5557
N -1.0403 0.7554 -1.9697
H -4.9094 2.0202 -1.1480
H 1.9755 -2.5455 1.1157
C -0.0729 -0.2682 -2.6233
H 0.1392 -0.9954 5.4268
C 1.3476 -1.8363 0.5619
H -1.3245 2.4447 -0.0685
C -1.7312 -1.1056 4.6625
H -1.1879 2.7181 -2.8748
H -1.0766 -1.6222 -1.0782
H 1.2330 1.7669 3.4836
H 1.4499 -1.8538 -3.6949
S -0.6480 -1.9144 -2.3272
H 0.2630 2.5087 -1.9377
C -0.6681 -0.2684 5.4506
H 3.3777 -2.2096 -0.4693
C -1.5216 2.9294 -0.9294
H 0.5867 1.6939 5.6255
H -3.5686 1.0353 -0.2212
H 3.8181 -1.0995 -2.7941
H -3.1766 3.7557 -0.1427
H 1.9541 -2.5850 -1.3194
N 1.3102 -0.6544 1.0388
H -1.1560 1.4999 4.7291
H -3.2170 3.6597 -1.9910
C -3.7648 1.8581 -1.1605
H 1.4001 0.1143 3.6463
C -3.2155 3.0254 -1.0847
H 3.0073 -0.4010 1.7012
C 1.9309 -0.7215 -3.6504
N 0.7271 -0.0105 -3.5822
H -1.2086 0.9143 2.6421
H -1.4350 -1.3377 3.6901
H -0.8277 -0.2557 6.5200
C 2.7476 0.3400 -0.1922
N -0.2237 0.3568 2.4344
*
```



(3)
A cluster of 2 separate species, C6H13N in total. Source: OMol25; level of theory: ωB97M-V/def2-TZVPD.

Values from the calculation:
* HOMO energy: -7.369 eV
* molar mass: 99.2 g/mol
* E_tot: -290.8975 Eh
* relative energy (zero: lowest compared OMol25 entry of this formula, charge and spin): 7.109 eV

ORCA input file:
```
! wB97M-V def2-TZVPD RIJCOSX def2/J DEFGRID3
* xyz 0 1
H -0.4695 1.9490 -0.2126
C 0.1056 1.0774 1.4925
C -0.4383 0.1201 0.5809
C 1.6337 0.1050 -1.0431
C 0.3373 -0.4155 -0.4982
H 2.6946 -1.3345 -0.1845
H -3.6433 -0.5255 -0.1528
C -1.7486 -0.4597 0.6646
H -1.7637 -1.5560 0.7317
H -2.3991 -0.5978 -1.4007
H 1.6953 0.1265 -2.2535
H 1.1317 1.0761 1.6326
H 1.7319 1.2431 -0.8185
H -2.1145 0.0194 1.6632
N 2.8367 -0.4587 -0.3707
H -2.8516 0.8541 -0.4941
H 0.0315 -1.3730 -0.8945
H -0.5387 1.9587 1.6421
C -2.7024 -0.1160 -0.4571
H 3.5143 -0.4965 -1.1003
*
```



(4)
A cluster of 4 separate species, C4H14O4 in total. Source: OMol25; level of theory: ωB97M-V/def2-TZVPD.

Values from the calculation:
* HOMO energy: -9.338 eV
* molar mass: 126.2 g/mol
* SMILES string: C/C=C/CO.O.O.O
* E_tot: -461.7143 Eh
* relative energy (zero: lowest compared OMol25 entry of this formula, charge and spin): 1.143 eV

ORCA input file:
```
! wB97M-V def2-TZVPD RIJCOSX def2/J DEFGRID3
* xyz 0 1
O 3.2206 0.2715 2.9248
H -4.0338 -1.5718 -0.8163
H 0.9609 0.4294 -1.7220
H 2.0821 3.0686 2.8102
C -0.6324 1.0938 -0.7571
C -3.3304 -1.6189 -1.6383
C -2.1590 -0.7007 -1.6885
H 4.1760 0.3445 2.9234
C -1.9498 0.4008 -0.9870
O 2.3334 2.6216 2.0017
H -0.5669 1.3885 0.2863
H -2.7568 0.8206 -0.3855
H -0.4989 1.9355 -1.4303
H 2.4156 1.6718 2.2282
O 1.7639 -1.7205 0.8006
H 2.9194 -0.2694 2.1850
H -3.0538 -2.6693 -1.7130
O 0.4291 0.1384 -0.9810
H -3.7597 -1.5969 -2.6494
H -1.2723 -1.1839 -2.0921
H 2.4766 -1.8909 0.1852
H 1.2362 -0.9628 0.5149
*
```



(5)
A cluster of 3 separate species, C5H15NO4 in total. Source: OMol25; level of theory: ωB97M-V/def2-TZVPD.

Values from the calculation:
* HOMO energy: -9.666 eV
* molar mass: 153.2 g/mol
* SMILES string: CCCC(=O)NCO.O.O
* E_tot: -555.1862 Eh
* relative energy (zero: lowest compared OMol25 entry of this formula, charge and spin): 1.750 eV

ORCA input file:
```
! wB97M-V def2-TZVPD RIJCOSX def2/J DEFGRID3
* xyz 0 1
H 3.4920 -1.1756 1.5159
H -1.9438 -2.3653 -1.8692
H 2.7870 0.1471 2.0601
C -2.2551 -1.5393 -1.1939
H 0.6673 2.7349 -0.7784
H 0.3640 -0.7887 2.3870
H 0.2863 -0.9345 -0.5254
C 0.4815 1.2638 0.9732
H -3.3593 -1.4779 -1.1156
O -0.5374 -1.0655 2.3228
C -1.5819 -0.2226 -1.4946
H -0.4471 -1.5435 1.5463
H -1.9356 -1.7705 -0.1539
H -0.4585 1.6926 1.3836
O 0.8515 1.4576 -2.6036
H 0.0602 -0.8792 -2.4623
C 0.5202 0.9736 -1.5303
O 2.6713 -0.8505 1.9706
O 1.4119 1.5265 1.9847
H -1.9124 0.5469 -0.7716
H 1.5346 2.4671 1.9527
H -1.8625 0.1862 -2.5381
N 0.6757 1.8266 -0.4394
C -0.0506 -0.3919 -1.4633
H 0.5408 0.1822 0.8426
*
```